# 1
Computed, not measured: a molecular structure, C5H14AlBClFeN, with the ωB97M-V functional and the def2-TZVPD basis.

Values from the calculation:
Net charge: -1
2S+1: 6
HOMO-LUMO gap (spin up / spin down): 0.3083 / 0.3136 Ha
⟨S²⟩: 8.7733

Element x y z (Å)
Fe (-0.386, -0.569, 1.168)
Cl (1.091, 0.405, -0.200)
C (-2.208, -1.333, 1.089)
H (-2.191, -2.160, 1.825)
H (-2.466, -1.635, 0.060)
H (-2.850, -0.501, 1.434)
Al (0.736, 0.179, -2.385)
C (-1.023, 0.992, -2.864)
C (2.163, 1.490, -2.943)
C (0.933, -1.655, -2.981)
H (3.100, 1.297, -2.396)
H (2.360, 1.446, -4.025)
H (1.882, 2.524, -2.702)
H (-1.836, 0.496, -2.311)
H (-1.077, 2.058, -2.599)
H (-1.230, 0.916, -3.947)
H (0.134, -2.251, -3.460)
H (1.901, -2.184, -3.083)
B (0.232, 0.158, 5.558)
C (0.078, -0.033, 4.049)
N (-0.107, -0.229, 2.912)
H (-0.774, 0.744, 5.945)
H (1.237, 0.797, 5.804)
H (0.301, -0.953, 6.053)

Cartesian forces, eV/Å:
Fe -0.8 -0.5 -2.2
Cl 0.6 0.2 0.5
C -0.1 -0.1 -0.4
H -0.3 0.3 -0.5
H -0.3 -0.1 0.6
H 0.1 -0.5 -0.1
Al -0.1 1.1 -1.6
C -0.2 -0.2 0.3
C 0.1 -0.3 0.1
C 0.3 -0.8 -0.4
H 0.0 0.0 -0.3
H 0.1 0.0 0.2
H -0.1 -0.1 0.0
H -0.1 0.1 -0.3
H 0.1 -0.2 0.0
H 0.0 -0.1 0.4
H 0.3 0.3 0.3
H -0.5 0.2 0.1
B 0.0 0.2 1.1
C -0.4 -0.4 -1.6
N 1.2 1.0 4.2
H 0.2 -0.1 -0.1
H -0.1 0.0 -0.1
H 0.0 0.1 -0.1

# 2
Computed, not measured: C4H5NO2S in the gas phase, with the ωB97M-V functional and the def2-TZVPD basis.

Values from the calculation:
Net charge: 0
SMILES: O=COC(=S)[C@H]1CN1
HOMO-LUMO gap: 0.3255 Ha

Element x y z (Å)
O (2.230, -0.506, -0.533)
C (1.760, -1.378, 0.176)
O (0.372, -1.860, 0.227)
C (-0.700, -1.006, -0.045)
S (-2.193, -1.669, -0.254)
C (-0.097, 0.339, 0.118)
C (-0.573, 1.635, -0.685)
N (-0.983, 1.366, 0.768)
H (2.559, -2.165, 0.433)
H (0.652, 0.341, 1.017)
H (-0.015, 2.529, -0.574)
H (-1.143, 1.420, -1.588)
H (-1.870, 0.955, 0.941)

Cartesian forces, eV/Å:
O -1.7 -1.2 1.7
C 1.7 -1.1 -3.5
O 1.7 0.2 0.1
C 1.2 -0.8 0.1
S 1.5 1.2 0.1
C -1.1 3.4 3.3
C 0.0 -2.5 3.5
N -0.2 0.2 -2.4
H -2.0 0.5 0.9
H -0.4 -0.1 -3.0
H 1.0 0.3 -0.8
H -0.3 0.1 0.5
H -1.3 -0.2 -0.4

# 3
Computed, not measured: 3 unconnected molecules or ions with the total composition C3H12O2S2, with the ωB97M-V functional and the def2-TZVPD basis.

Values from the calculation:
Net charge: 0
SMILES: CCCSS.O.O
HOMO-LUMO gap: 0.3440 Ha

Element x y z (Å)
C (2.597, 0.331, 0.687)
C (1.078, 0.623, 0.577)
C (0.345, -0.678, 0.205)
S (-1.457, -0.203, 0.122)
S (-2.300, -1.368, -1.316)
H (3.102, -0.236, -0.225)
H (3.245, 1.221, 0.796)
H (2.982, -0.291, 1.518)
H (0.899, 1.397, -0.181)
H (0.728, 1.101, 1.708)
H (0.357, -1.519, 1.050)
H (0.699, -1.115, -0.675)
H (-2.183, -0.600, -2.396)
O (-0.251, 0.652, -3.419)
H (0.182, 1.540, -3.216)
H (0.464, 0.141, -3.311)
O (2.833, 1.586, 4.330)
H (2.907, 2.511, 3.868)
H (1.952, 1.410, 4.073)

Cartesian forces, eV/Å:
C 2.3 -0.7 -1.2
C 0.8 0.0 2.9
C -1.8 -0.2 3.7
S 0.5 0.0 -0.3
S -0.2 -0.6 0.3
H -1.5 1.2 1.3
H -0.7 0.0 -0.2
H -1.0 0.1 0.0
H -0.1 -0.2 0.3
H 0.7 -1.4 -3.3
H 0.5 1.9 -1.7
H 0.4 -0.4 -1.5
H 0.2 0.4 -0.2
O -2.7 5.1 0.0
H -1.4 -1.4 -0.5
H 4.0 -3.7 0.5
O 1.4 3.3 -1.3
H 0.3 -2.4 1.4
H -1.7 -0.9 -0.2

# 4
Computed, not measured: a molecular structure, C5H10O, with the ωB97M-V functional and the def2-TZVPD basis.

Values from the calculation:
Net charge: 0
HOMO-LUMO gap (spin up / spin down): 0.2646 / 0.2396 Ha

Element x y z (Å)
C (1.264, 0.094, 1.065)
C (0.269, 0.151, -0.053)
C (-0.197, 1.516, -0.433)
C (0.101, -0.994, -0.978)
C (-1.329, -1.031, -0.561)
O (-1.164, -0.947, 0.936)
H (1.031, 0.792, 1.877)
H (1.369, -0.915, 1.467)
H (2.225, 0.398, 0.619)
H (-0.795, 1.489, -1.343)
H (0.684, 2.167, -0.542)
H (-0.806, 1.961, 0.363)
H (0.224, -0.678, -2.021)
H (0.794, -1.827, -0.757)
H (-1.898, -1.923, -0.850)
H (-1.770, -0.253, 1.212)

Cartesian forces, eV/Å:
C -0.1 0.0 0.0
C 0.4 0.4 -0.2
C 0.0 0.0 0.0
C 0.2 0.2 0.0
C 0.1 -0.5 0.2
O -0.5 -0.2 0.1
H 0.0 -0.1 -0.2
H 0.0 0.2 -0.1
H -0.1 0.0 0.1
H 0.1 0.0 0.1
H -0.1 0.0 0.0
H 0.1 -0.1 -0.1
H -0.1 0.0 0.1
H -0.2 0.1 0.0
H 0.1 0.3 0.1
H 0.0 -0.1 0.0

# 5
Computed, not measured: 2 unconnected molecules or ions with the total composition C3H7NO3, with the ωB97M-V functional and the def2-TZVPD basis.

Values from the calculation:
Net charge: 0
HOMO-LUMO gap (spin up / spin down): 0.2730 / 0.2793 Ha

Element x y z (Å)
C (-0.827, 1.033, 0.808)
C (-0.705, -0.404, -1.263)
C (-0.038, 0.289, -0.144)
N (1.397, 0.280, -0.287)
O (2.104, 1.010, 0.376)
O (1.879, -0.534, -1.047)
O (0.464, -1.619, 1.178)
H (-1.289, 0.196, 1.361)
H (-1.668, 1.544, 0.334)
H (-0.180, 1.660, 1.353)
H (-0.672, -1.447, -0.997)
H (0.009, -0.368, -2.012)
H (-1.728, -0.115, -1.306)
H (1.254, -1.524, 1.647)

Cartesian forces, eV/Å:
C -0.3 -0.5 -0.3
C 0.2 -0.2 2.5
C -0.8 -3.5 0.3
N 2.3 -0.5 0.3
O -0.7 1.1 0.7
O -0.5 0.0 -0.7
O -3.1 1.6 -2.6
H 0.2 0.5 0.5
H 0.3 0.2 -0.1
H 0.3 0.8 1.2
H -0.1 -0.7 0.3
H 0.4 0.3 -2.5
H -0.6 0.4 -0.8
H 2.2 0.5 1.2

# 6
Computed, not measured: CH5OPS in the gas phase, with the ωB97M-V functional and the def2-TZVPD basis.

Values from the calculation:
Net charge: 0
SMILES: CS(=O)#[PH2]
HOMO-LUMO gap: 0.2961 Ha

Element x y z (Å)
C (0.753, 1.074, 0.350)
S (0.754, -0.512, -0.458)
O (1.658, -1.314, 0.439)
P (-1.794, -0.845, -0.011)
H (1.794, 1.084, 0.520)
H (0.327, 1.112, 1.296)
H (0.398, 1.895, -0.412)
H (-2.002, -0.299, -1.186)
H (-1.888, -2.195, -0.539)

Cartesian forces, eV/Å:
C -0.4 1.4 -3.2
S -1.3 -1.3 1.1
O -1.0 0.3 -0.8
P 2.2 -1.6 2.1
H 1.5 0.9 0.0
H -1.3 0.0 1.4
H 0.7 -1.5 1.7
H -0.5 1.2 -2.6
H 0.2 0.7 0.2

# 7
Computed, not measured: a molecular structure, C28H44BrHgNOP2, with the ωB97M-V functional and the def2-TZVPD basis.

Values from the calculation:
Net charge: +2
HOMO-LUMO gap (spin up / spin down): 0.1705 / 0.1130 Ha

Element x y z (Å)
C (0.957, -3.426, -7.554)
C (0.108, -2.538, -6.872)
C (-1.038, -2.050, -7.519)
C (-1.284, -2.477, -8.829)
N (-0.475, -3.319, -9.467)
C (0.614, -3.786, -8.862)
C (0.410, -2.132, -5.521)
C (0.667, -1.790, -4.379)
C (0.973, -1.379, -3.034)
C (1.405, -2.335, -2.092)
C (1.695, -1.911, -0.781)
C (1.530, -0.582, -0.411)
C (1.141, 0.359, -1.352)
C (0.843, -0.022, -2.671)
Hg (1.842, 0.169, 1.658)
P (-0.011, -1.172, 2.368)
H (-1.727, -1.355, -7.025)
H (1.862, -3.832, -7.087)
H (-2.162, -2.118, -9.358)
H (1.248, -4.472, -9.418)
H (0.501, 0.703, -3.434)
H (1.492, -3.394, -2.412)
H (1.048, 1.406, -1.083)
H (2.037, -2.662, -0.072)
C (-0.276, -0.523, 4.050)
C (-1.607, -0.801, 4.731)
H (-0.142, 0.578, 3.970)
H (0.556, -0.901, 4.668)
H (-1.484, -0.548, 5.795)
H (-2.400, -0.160, 4.318)
H (-1.890, -1.859, 4.654)
C (-1.491, -0.863, 1.362)
C (-2.223, -2.103, 0.835)
H (-1.142, -0.258, 0.509)
H (-2.182, -0.230, 1.949)
H (-3.068, -1.774, 0.209)
H (-1.568, -2.736, 0.211)
H (-2.628, -2.713, 1.660)
C (0.385, -2.944, 2.428)
C (-0.419, -3.768, 3.445)
H (1.463, -3.013, 2.658)
H (0.253, -3.353, 1.410)
H (-0.153, -4.830, 3.321)
H (-0.184, -3.480, 4.481)
H (-1.507, -3.680, 3.288)
Br (2.207, 1.280, 4.325)
P (-2.365, 4.173, 0.187)
C (-2.924, 2.642, 1.090)
C (-3.948, 2.915, 2.195)
H (-2.027, 2.151, 1.499)
H (-3.369, 1.989, 0.322)
H (-4.472, 1.984, 2.446)
H (-3.466, 3.281, 3.109)
H (-4.701, 3.648, 1.883)
C (-0.637, 4.399, 0.835)
C (-0.152, 5.852, 0.777)
H (0.022, 3.760, 0.227)
H (-0.641, 4.031, 1.872)
H (0.651, 5.992, 1.510)
H (0.261, 6.094, -0.210)
H (-0.950, 6.568, 1.003)
C (-1.947, 3.431, -1.470)
C (-3.039, 3.635, -2.520)
H (-1.742, 2.360, -1.321)
H (-1.019, 3.930, -1.788)
H (-2.599, 3.523, -3.517)
H (-3.834, 2.889, -2.423)
H (-3.486, 4.634, -2.456)
C (5.651, 1.081, 3.480)
C (4.869, -0.172, 3.319)
C (4.957, -1.234, 4.358)
O (4.154, -0.352, 2.286)
H (6.491, 0.965, 4.175)
H (5.070, 1.954, 3.778)
H (6.044, 1.292, 2.484)
H (4.098, -1.309, 5.027)
H (5.013, -2.171, 3.803)
H (5.862, -1.137, 4.970)

Cartesian forces, eV/Å:
C -0.1 0.0 -0.1
C 0.0 0.0 -0.1
C 0.0 -0.1 -0.2
C 0.5 0.0 0.7
N -0.1 -0.1 -0.4
C -0.1 0.4 0.7
C 0.3 0.4 1.3
C -0.3 -0.3 -1.2
C -0.1 -0.1 -0.2
C 0.0 0.4 0.1
C -0.2 -0.7 -0.1
C 0.3 0.2 -0.3
C -0.5 0.3 -0.6
C 0.1 -0.2 0.2
Hg 1.9 0.5 0.7
P -1.3 -0.8 1.3
H 0.4 -0.3 -0.2
H -0.4 0.2 -0.1
H 0.1 -0.1 0.0
H -0.1 0.1 0.0
H 0.4 -0.5 0.7
H 0.1 0.9 0.4
H 0.0 0.0 0.0
H 0.0 0.2 0.0
C -0.1 0.3 0.1
C -0.3 -0.3 0.0
H 0.1 -0.8 0.1
H -0.2 0.2 -0.4
H -0.2 -0.1 -0.3
H 0.1 -0.3 0.2
H -0.1 0.4 0.1
C -0.2 0.4 -0.5
C -0.2 -0.3 0.0
H -0.2 -0.2 0.2
H 0.3 -0.3 -0.1
H 0.3 -0.2 0.2
H -0.3 0.3 0.3
H 0.1 0.2 -0.4
C 0.4 -0.3 -0.3
C -0.2 -0.1 0.2
H -0.3 0.0 -0.1
H 0.1 0.2 0.4
H -0.1 0.4 0.1
H -0.1 -0.1 -0.4
H 0.5 -0.1 0.1
Br 0.1 0.1 -1.5
P 2.6 -3.3 -0.2
C -1.1 0.5 0.0
C -0.2 -0.2 0.4
H 0.0 0.4 -0.3
H 0.2 0.3 0.2
H 0.1 0.3 0.0
H -0.1 0.0 -0.2
H 0.1 -0.3 0.1
C -0.4 1.0 0.7
C 0.4 0.2 0.0
H -0.5 0.0 0.1
H -0.1 0.1 -0.3
H -0.2 0.0 -0.2
H -0.2 0.0 0.2
H 0.2 -0.1 0.0
C -0.5 1.2 -0.6
C -0.1 -0.2 -0.4
H 0.0 0.3 0.3
H -0.3 -0.1 0.1
H -0.2 0.0 0.2
H 0.1 0.2 0.0
H 0.1 -0.2 -0.1
C 0.9 0.0 -0.5
C -1.9 0.1 -1.4
C 0.7 -0.7 -0.1
O 1.2 0.2 1.9
H -0.3 0.0 -0.1
H -0.3 -0.3 0.0
H 0.1 0.2 0.0
H -0.1 0.4 -0.2
H 0.0 -0.2 0.2
H -0.3 0.0 -0.1

# 8
Computed, not measured: a gas-phase ion, C19H28IN6O3S2 (charge +1), with the ωB97M-V functional and the def2-TZVPD basis.

Values from the calculation:
Net charge: +1
SMILES: CC(=O)OCCCC[n+]1nc(CCCSC(=S)n2ccnc2)n(CC(=O)N(C)C)c1I
HOMO-LUMO gap: 0.2543 Ha

Element x y z (Å)
C (7.670, -1.058, -0.694)
C (6.810, -1.259, -1.980)
O (6.693, -2.376, -2.399)
O (6.189, -0.238, -2.695)
C (5.370, 0.611, -1.882)
C (4.029, -0.068, -1.407)
C (4.116, -0.818, -0.027)
C (3.674, 0.152, 1.164)
N (2.244, -0.072, 1.448)
N (1.612, -1.231, 1.586)
C (0.298, -1.032, 1.798)
C (-0.848, -2.032, 1.991)
C (-1.458, -2.594, 0.651)
C (-2.719, -1.793, 0.153)
S (-4.112, -2.078, 1.368)
C (-5.600, -2.144, 0.343)
S (-6.763, -3.284, 0.543)
N (-5.812, -1.147, -0.703)
C (-5.320, -1.383, -1.970)
C (-5.760, -0.202, -2.697)
N (-6.454, 0.623, -1.822)
C (-6.483, 0.061, -0.589)
N (0.192, 0.363, 1.811)
C (-1.010, 1.222, 1.986)
C (-1.364, 1.775, 0.526)
O (-1.038, 1.073, -0.403)
N (-1.969, 3.035, 0.488)
C (-2.292, 3.524, -0.871)
C (-3.235, 3.094, 1.293)
C (1.389, 0.999, 1.601)
I (1.757, 3.090, 1.545)
H (7.465, -1.947, -0.040)
H (7.290, -0.175, -0.116)
H (8.766, -1.026, -0.877)
H (5.919, 1.090, -1.024)
H (5.069, 1.470, -2.541)
H (3.776, -0.839, -2.186)
H (3.213, 0.698, -1.455)
H (3.435, -1.707, -0.103)
H (5.129, -1.197, 0.236)
H (4.335, 0.018, 2.053)
H (3.844, 1.189, 0.775)
H (-1.660, -1.484, 2.542)
H (-0.560, -2.903, 2.633)
H (-1.819, -3.636, 0.872)
H (-0.700, -2.727, -0.168)
H (-2.527, -0.706, 0.013)
H (-3.078, -2.249, -0.806)
H (-4.753, -2.259, -2.339)
H (-5.580, 0.023, -3.766)
H (-6.962, 0.446, 0.326)
H (-1.856, 0.574, 2.330)
H (-0.801, 2.036, 2.715)
H (-1.769, 4.508, -1.038)
H (-2.002, 2.863, -1.716)
H (-3.384, 3.755, -0.991)
H (-2.950, 3.042, 2.375)
H (-3.743, 4.082, 1.158)
H (-3.902, 2.251, 0.978)

Cartesian forces, eV/Å:
C -1.3 0.4 0.6
C 0.5 -1.2 -0.1
O 0.0 0.4 -0.1
O 0.3 0.0 1.9
C -1.1 1.5 -0.1
C 0.8 -0.8 -0.5
C -0.6 0.4 0.2
C 1.4 -1.4 -1.4
N -1.0 3.6 0.5
N -1.0 -1.6 0.0
C 2.5 1.8 -0.3
C -0.1 0.3 -0.1
C -0.7 -0.5 -0.1
C 0.1 -0.4 -0.4
S -0.3 0.1 -0.8
C -1.0 -0.5 -0.2
S 1.2 1.0 0.2
N 1.1 -1.3 1.6
C -1.2 3.2 -1.9
C 0.4 -1.8 2.2
N 0.2 -0.5 0.8
C 1.0 -0.4 -3.2
N -1.1 2.0 0.6
C -0.7 -0.3 -0.7
C -0.1 0.1 1.1
O 0.1 0.7 0.0
N -1.2 -1.1 -0.9
C 0.1 1.4 -1.3
C 0.5 0.1 1.1
C -0.2 -3.0 0.0
I -0.2 -1.5 0.0
H 0.3 0.7 -0.8
H 0.9 -0.6 -0.5
H -0.9 0.2 -0.2
H -0.3 -0.7 -0.7
H 0.5 -0.9 0.4
H 0.2 0.8 0.6
H 0.6 -0.6 0.4
H 0.7 0.8 0.5
H -0.7 0.3 -0.6
H -1.0 -0.1 -0.4
H -0.6 -0.8 0.7
H 0.8 -0.6 -0.4
H 0.2 1.0 -0.5
H 0.4 1.0 -0.1
H -0.6 0.5 0.8
H -0.1 -0.9 0.0
H 0.5 0.6 0.8
H -0.7 0.7 0.8
H -0.3 -0.1 1.0
H 0.4 -0.4 -0.7
H 0.7 0.7 -0.2
H -0.2 -0.7 -0.5
H -0.4 -0.9 0.2
H -0.1 0.1 0.9
H 1.0 -0.5 0.3
H -0.5 -0.2 -0.8
H 0.6 -1.0 0.0
H 0.3 0.8 0.4

One value per record, in order, for E_tot: -2244.8800; -758.6938; -1068.2928; -271.5631; -398.7357; -855.7832; -4632.7175; -2388.7674 a.u..